{
  "formula": "C6H13N",
  "method": "ωB97M-V/def2-TZVPD",
  "molar_mass_g_mol": 99.2,
  "de_lowest_kj_mol": 91.12,
  "smiles": "C=CCC[C@H](C)N",
  "homo_energy_ev": -9.03,
  "elements": ["C", "C", "C", "C", "C", "C", "N", "H", "H", "H", "H", "H", "H", "H", "H", "H", "H", "H", "H", "H"],
  "xyz": [[-2.88, 0.82, 1.26], [-1.77, 0.28, 0.78], [-0.98, 0.81, -0.38], [-0.01, -0.21, -0.98], [1.46, -0.13, -0.50], [2.20, -1.38, -1.02], [1.51, 0.10, 0.94], [-3.43, 0.28, 2.02], [-3.29, 1.76, 0.99], [-1.53, -0.73, 1.11], [-1.58, 1.25, -1.18], [-0.33, 1.61, -0.01], [0.09, -0.10, -2.07], [-0.40, -1.24, -0.97], [1.95, 0.69, -1.05], [1.80, -1.61, -2.01], [3.26, -1.20, -1.07], [2.05, -2.25, -0.40], [0.66, -0.18, 1.40], [2.32, -0.30, 1.36]]
}

{
  "formula": "C6H13N",
  "method": "ωB97M-V/def2-TZVPD",
  "molar_mass_g_mol": 99.2,
  "de_lowest_kj_mol": 266.55,
  "smiles": "CCC/C=C/NC",
  "homo_energy_ev": -8.58,
  "elements": ["C", "C", "C", "C", "C", "N", "C", "H", "H", "H", "H", "H", "H", "H", "H", "H", "H", "H", "H", "H"],
  "xyz": [[-1.90, -1.92, 1.42], [-0.97, -0.79, 1.79], [0.39, -0.85, 1.09], [0.46, -0.07, -0.15], [1.24, 0.98, -0.41], [0.57, 1.92, -1.36], [1.28, 1.84, -2.67], [-2.43, -2.24, 2.34], [-2.63, -1.50, 0.76], [-1.44, -2.80, 0.99], [-0.68, -0.77, 2.87], [-1.45, 0.20, 1.47], [0.75, -1.90, 1.09], [1.11, -0.47, 1.90], [-0.21, -0.26, -0.93], [2.09, 1.45, -0.01], [-0.50, 1.47, -1.42], [1.70, 0.92, -2.75], [1.98, 2.65, -2.60], [0.66, 2.13, -3.42]]
}

{
  "formula": "C6H13N",
  "method": "ωB97M-V/def2-TZVPD",
  "molar_mass_g_mol": 99.2,
  "de_lowest_kj_mol": 466.28,
  "homo_energy_ev": -8.78,
  "elements": ["C", "C", "C", "N", "C", "C", "C", "H", "H", "H", "H", "H", "H", "H", "H", "H", "H", "H", "H", "H"],
  "xyz": [[-1.89, -0.38, -2.62], [0.09, -0.52, -1.62], [0.19, -1.20, -0.23], [1.05, -0.40, 0.65], [0.93, -0.62, 2.10], [0.35, 0.58, 1.45], [0.94, 1.96, 1.53], [-2.71, -0.36, -1.88], [-1.95, -1.24, -3.25], [-2.10, 0.51, -3.27], [1.03, -0.86, -2.14], [-0.40, 0.47, -1.77], [0.64, -2.21, -0.23], [-0.83, -1.31, 0.16], [1.85, -0.52, 2.69], [0.25, -1.38, 2.47], [-0.74, 0.55, 1.34], [0.53, 2.51, 2.39], [2.03, 1.91, 1.64], [0.71, 2.52, 0.62]]
}

{
  "formula": "C6H13N",
  "method": "ωB97M-V/def2-TZVPD",
  "molar_mass_g_mol": 99.2,
  "de_lowest_kj_mol": 137.97,
  "smiles": "C=C(CCC)NC",
  "homo_energy_ev": -7.52,
  "elements": ["C", "C", "C", "C", "C", "N", "C", "H", "H", "H", "H", "H", "H", "H", "H", "H", "H", "H", "H", "H"],
  "xyz": [[0.46, -0.05, -1.78], [0.11, 0.53, -0.62], [-0.48, -0.18, 0.62], [-0.61, -1.70, 0.46], [-0.73, -2.48, 1.82], [0.05, 1.93, -0.52], [1.11, 2.90, -0.90], [1.17, 0.36, -2.50], [0.14, -1.02, -2.13], [0.31, -0.02, 1.35], [-1.41, 0.36, 0.82], [0.28, -2.10, -0.04], [-1.50, -1.93, -0.13], [-1.75, -2.36, 2.26], [-0.63, -3.52, 1.53], [0.03, -2.33, 2.58], [-0.61, 2.25, 0.17], [1.87, 2.79, -0.14], [0.71, 3.92, -0.98], [1.49, 2.64, -1.88]]
}

{
  "formula": "C6H13N2",
  "method": "ωB97M-V/def2-TZVPD",
  "molar_mass_g_mol": 113.2,
  "multiplicity": 2,
  "de_lowest_kj_mol": 252.83,
  "homo_energy_ev": [-3.76, -9.19],
  "elements": ["C", "C", "C", "N", "H", "H", "H", "H", "H", "H", "H", "H", "C", "C", "C", "N", "H", "H", "H", "H", "H"],
  "xyz": [[-0.85, -2.78, -0.11], [-1.36, -1.45, 0.33], [-0.96, -0.86, 1.44], [-1.39, 0.52, 1.78], [-0.68, -3.44, 0.74], [-1.54, -3.26, -0.80], [0.10, -2.66, -0.65], [-2.08, -0.92, -0.28], [-0.24, -1.27, 2.14], [-2.39, 0.68, 1.56], [-1.30, 0.73, 2.81], [-0.81, 1.24, 1.25], [1.50, 0.63, -1.17], [2.78, 0.88, -0.95], [0.39, 2.61, -1.33], [0.62, 1.48, -1.85], [1.07, -0.35, -0.96], [3.19, 1.82, -1.30], [3.41, 0.18, -0.44], [-0.29, 3.29, -1.83], [0.82, 2.92, -0.37]]
}

{
  "formula": "C6H13N2",
  "method": "ωB97M-V/def2-TZVPD",
  "molar_mass_g_mol": 113.2,
  "de_lowest_kj_mol": 213.92,
  "smiles": "C=NC(=C)C[C@@H](C)[NH3+]",
  "total_charge": 1,
  "homo_energy_ev": -12.49,
  "elements": ["C", "N", "C", "C", "C", "C", "C", "N", "H", "H", "H", "H", "H", "H", "H", "H", "H", "H", "H", "H", "H"],
  "xyz": [[0.34, 2.13, 2.16], [-0.52, 1.30, 1.73], [-0.07, -0.03, 1.49], [-0.35, -1.03, 2.30], [0.62, -0.21, 0.13], [-0.37, -0.16, -0.99], [-0.02, 0.70, -2.18], [-0.35, -1.63, -1.64], [0.04, 3.17, 2.30], [1.32, 1.85, 2.53], [-0.98, -0.87, 3.18], [-0.12, -2.08, 2.27], [1.33, -1.03, 0.23], [1.24, 0.70, 0.07], [-1.36, 0.09, -0.63], [0.84, 0.49, -2.83], [-0.84, 0.82, -2.89], [0.13, 1.74, -1.85], [-1.26, -2.05, -1.83], [0.22, -1.60, -2.49], [0.16, -2.30, -1.07]]
}

{
  "formula": "C6H13N2",
  "method": "ωB97M-V/def2-TZVPD",
  "molar_mass_g_mol": 113.2,
  "multiplicity": 3,
  "de_lowest_kj_mol": 559.66,
  "total_charge": 1,
  "homo_energy_ev": [-8.89, -14.77],
  "elements": ["C", "C", "C", "C", "C", "C", "N", "N", "H", "H", "H", "H", "H", "H", "H", "H", "H", "H", "H", "H", "H"],
  "xyz": [[-1.85, -0.01, -0.82], [-1.74, 0.65, 0.42], [1.34, -0.85, 1.30], [1.43, -0.68, -1.23], [1.33, 1.30, 0.17], [1.13, -0.12, 0.10], [-0.90, -0.52, 0.19], [-3.05, -0.13, -0.01], [-1.87, -0.06, -1.89], [-1.91, 1.60, 0.93], [0.57, -1.56, 1.42], [2.25, -1.39, 1.19], [1.44, -0.15, 2.15], [0.91, -0.17, -2.11], [1.12, -1.73, -1.36], [2.48, -0.71, -1.22], [2.45, 1.44, -0.03], [0.88, 1.92, -0.55], [0.97, 1.63, 1.16], [-3.85, 0.46, -0.33], [-3.12, -0.94, 0.50]]
}

{
  "formula": "C6H13N2O",
  "method": "ωB97M-V/def2-TZVPD",
  "molar_mass_g_mol": 129.2,
  "de_lowest_kj_mol": 457.64,
  "smiles": "C[C@H]1[C@H](O)[C@H]1N=[N+](C)C",
  "total_charge": 1,
  "homo_energy_ev": [-13.99, -13.99],
  "elements": ["C", "C", "C", "O", "C", "N", "N", "C", "C", "H", "H", "H", "H", "H", "H", "H", "H", "H", "H", "H", "H", "H"],
  "xyz": [[-1.14, -1.97, -0.29], [-1.73, -0.57, -0.60], [-1.87, 0.53, 0.41], [-2.95, 1.39, 0.46], [-0.83, 0.65, -0.75], [0.48, 1.02, -0.58], [1.52, 0.50, -0.12], [2.65, 1.38, 0.10], [1.66, -0.79, 0.67], [-1.87, -2.73, -0.02], [-0.55, -1.90, 0.57], [-0.58, -2.38, -1.17], [-2.42, -0.57, -1.42], [-1.57, 0.35, 1.39], [-3.35, 1.57, -0.42], [-1.23, 1.42, -1.55], [2.90, 1.41, 1.24], [3.49, 1.25, -0.59], [2.37, 2.46, -0.09], [1.01, -0.56, 1.54], [1.36, -1.65, 0.16], [2.64, -0.83, 1.05]]
}

{
  "formula": "C6H13N2O",
  "method": "ωB97M-V/def2-TZVPD",
  "molar_mass_g_mol": 129.2,
  "de_lowest_kj_mol": 224.29,
  "smiles": "C=[N+](C)/C=C\\N[C@H](C)O",
  "total_charge": 1,
  "homo_energy_ev": -13.86,
  "elements": ["C", "N", "C", "C", "C", "N", "C", "C", "O", "H", "H", "H", "H", "H", "H", "H", "H", "H", "H", "H", "H", "H"],
  "xyz": [[1.76, -0.33, -0.36], [1.83, 0.84, 0.26], [2.02, 2.08, -0.46], [1.02, 0.91, 1.40], [-0.06, 0.13, 1.36], [-0.19, -0.75, 0.26], [-1.40, -0.63, -0.60], [-2.64, -1.14, 0.12], [-1.12, -1.30, -1.78], [1.89, -0.37, -1.43], [2.04, -1.21, 0.20], [2.37, 2.84, 0.24], [2.76, 1.96, -1.24], [1.08, 2.42, -0.91], [1.24, 1.65, 2.15], [-0.88, 0.24, 2.05], [-0.01, -1.73, 0.46], [-1.50, 0.43, -0.86], [-3.43, -1.29, -0.61], [-2.43, -2.09, 0.61], [-3.00, -0.43, 0.85], [-1.36, -2.23, -1.71]]
}

{
  "formula": "C6H13N2S",
  "method": "ωB97M-V/def2-TZVPD",
  "molar_mass_g_mol": 145.3,
  "multiplicity": 3,
  "de_lowest_kj_mol": 261.45,
  "total_charge": 1,
  "homo_energy_ev": [-9.86, -13.62],
  "elements": ["C", "C", "C", "C", "C", "C", "N", "N", "S", "H", "H", "H", "H", "H", "H", "H", "H", "H", "H", "H", "H", "H"],
  "xyz": [[-0.32, 1.02, 2.24], [-0.14, 0.16, -0.11], [1.55, 1.91, -0.69], [0.25, -2.13, -0.93], [-1.37, -1.81, 0.78], [0.54, 0.87, -1.17], [-0.86, 1.14, 1.12], [-0.39, -1.10, -0.06], [-1.00, 1.59, -1.96], [-0.68, 1.85, 3.01], [0.29, 0.24, 2.55], [1.14, 2.55, 0.17], [2.34, 1.45, -0.24], [1.92, 2.55, -1.46], [0.01, -3.10, -0.54], [0.09, -2.00, -1.99], [1.41, -2.15, -0.89], [-1.56, -1.11, 1.67], [-2.35, -1.92, 0.19], [-0.97, -2.81, 1.16], [1.11, 0.27, -1.83], [-1.03, 2.53, -1.00]]
}

{
  "formula": "C6H13N3",
  "method": "ωB97M-V/def2-TZVPD",
  "molar_mass_g_mol": 127.2,
  "de_lowest_kj_mol": 143.43,
  "homo_energy_ev": -7.00,
  "elements": ["C", "C", "C", "C", "C", "C", "N", "N", "N", "H", "H", "H", "H", "H", "H", "H", "H", "H", "H", "H", "H", "H"],
  "xyz": [[0.23, -2.37, -0.09], [0.52, 2.46, 0.08], [-1.65, -0.17, -1.03], [1.19, -0.08, 0.20], [0.37, 0.98, 0.07], [-0.84, 0.09, 0.23], [2.56, -0.29, 0.16], [-1.71, 0.27, 1.35], [0.23, -1.05, 0.50], [3.07, 0.39, -0.37], [2.84, -1.24, -0.03], [-2.44, 0.95, 1.20], [-1.18, 0.37, 2.21], [-0.72, -2.85, 0.13], [1.02, -2.97, 0.36], [0.37, -2.36, -1.19], [0.14, 2.90, 1.00], [-0.02, 2.92, -0.76], [1.57, 2.73, -0.01], [-0.99, -0.39, -1.87], [-2.23, 0.71, -1.27], [-2.33, -1.01, -0.88]]
}

{
  "formula": "C6H13N3",
  "method": "ωB97M-V/def2-TZVPD",
  "molar_mass_g_mol": 127.2,
  "de_lowest_kj_mol": 381.43,
  "smiles": "CC(C)[C@@H]1C=NN(C)N1",
  "homo_energy_ev": -7.65,
  "elements": ["C", "C", "C", "C", "C", "N", "N", "C", "N", "H", "H", "H", "H", "H", "H", "H", "H", "H", "H", "H", "H", "H"],
  "xyz": [[0.56, -1.35, 1.37], [-0.33, -0.11, 1.18], [-0.24, 0.81, 2.39], [0.12, 0.73, 0.00], [-0.76, 1.71, -0.71], [-1.08, 1.43, -1.95], [-0.51, 0.29, -2.33], [-0.13, -0.01, -3.60], [0.42, -0.28, -1.37], [1.03, -1.69, 0.45], [0.04, -2.15, 1.81], [1.40, -0.94, 1.99], [-1.28, -0.56, 1.14], [0.76, 1.20, 2.49], [-0.73, 0.58, 3.29], [-0.72, 1.74, 2.05], [1.15, 1.06, 0.21], [-1.09, 2.63, -0.28], [0.15, 0.91, -4.23], [0.83, -0.52, -3.52], [-0.88, -0.65, -4.06], [1.41, -0.11, -1.64]]
}